--- w ---
24
Properties=species:S:1:pos:R:3:nbo_charge:R:1 method="wB97M-V/def2-TZVPD" total_charge=0 lumo_energy_ev=0.35 multiplicity=1 e_homo_ha=-0.375 orbital_gap_ev=10.553
C 0.55297 -2.47000 0.86982 -0.255
O 0.23915 -1.37175 0.05367 -0.871
H 1.64055 -2.63800 0.79442 0.171
H 0.13818 -3.41557 0.50517 0.166
H 0.36148 -2.30644 1.93604 0.162
H -0.77835 -0.86571 0.14000 0.497
H -1.22548 0.89611 1.69476 0.491
H -1.54880 1.81369 2.86293 0.466
O -0.82957 1.57418 2.27808 -0.976
H -1.65127 0.43033 -0.78749 0.528
H -2.36387 -0.67111 0.71981 0.513
O -1.79065 -0.10617 0.20946 -1.043
H 2.56409 0.51728 1.12678 0.475
H 1.53997 -0.38379 0.38747 0.506
O 2.21976 0.32380 0.25437 -0.996
H -1.01501 0.62441 -2.41564 0.532
H -0.86390 1.84262 -1.29865 0.535
O -1.46728 1.24411 -1.79635 -0.924
H 0.28067 -1.09556 -1.94357 0.504
H 1.34721 -0.16339 -2.47340 0.488
O 0.45196 -0.46795 -2.68411 -0.981
H 1.19432 1.64961 -0.40554 0.509
H 0.43911 2.63696 0.44667 0.493
O 0.56477 2.40235 -0.47469 -0.990

=====

--- x ---
24
Properties=species:S:1:pos:R:3:nbo_charge:R:1 method="wB97M-V/def2-TZVPD" total_charge=0 lumo_energy_ev=0.47 multiplicity=1 e_homo_ha=-0.404 smiles=CO.O.O.O.O.O.O orbital_gap_ev=11.459
C -2.41833 1.77374 0.32401 -0.237
O -1.19596 1.17267 -0.02495 -0.807
H -2.24929 2.38073 1.21606 0.167
H -2.75800 2.47895 -0.38621 0.176
H -3.16012 1.09064 0.48922 0.175
H -0.63931 1.34031 0.83547 0.527
O 2.79956 -2.15110 -0.11015 -0.971
H 2.01342 -2.42820 0.43128 0.512
H 3.49786 -2.31384 0.49018 0.469
O 2.10948 0.67265 -0.19402 -1.002
H 2.39981 -0.29712 -0.33745 0.526
H 1.71112 0.94891 -1.04749 0.489
O 0.27151 -3.08890 0.86590 -0.985
H -0.27151 -3.14888 1.68341 0.474
H -0.35887 -2.56542 0.30573 0.513
O 0.47908 1.04023 1.86513 -0.964
H 1.14448 1.05416 1.12846 0.515
H 0.91364 1.54911 2.52726 0.481
O -0.20202 1.33812 -2.60437 -0.972
H 0.06618 0.44735 -2.56613 0.459
H -0.43572 1.57141 -1.62704 0.492
O -1.14538 -1.19557 -0.87008 -1.020
H -1.52623 -1.42707 -1.70962 0.479
H -1.04538 -0.24287 -0.68460 0.504

=====

x is favored, and the nearest alternative lies 0.213 eV above it.